Entry from the Open Molecules 2025 dataset: 2 unconnected molecules or ions with the total composition C5H14O3 at a distorted geometry (wB97M-V/def2-TZVPD).

For the energy above the lowest of the compared OMol25 structures with the same formula, charge and spin, the calculation gives 69.2 kcal per mole. As for the SMILES: CC(C)(C)O.COO. The value obtained for the electronic energy is -424.49593 a.u.

Element x y z (Å)
1 O -0.99613 -1.22904 -1.00361
2 O -0.40697 -1.22714 -2.40440
3 O 0.48991 1.16644 -0.93091
4 C 1.35859 2.03113 1.06052
5 C -2.37575 -1.49934 -1.08124
6 C 1.72852 -0.38851 0.44693
7 C 0.76996 0.80195 0.37829
8 C -0.60913 0.38792 1.19923
9 H -2.85218 -0.96217 -0.26611
10 H 2.63589 -0.15616 -0.11013
11 H -1.38087 1.11131 0.95040
12 H 1.26685 -1.27311 0.01600
13 H -2.56806 -2.57508 -0.99202
14 H 0.06538 0.41928 -1.41065
15 H 0.41693 -1.71523 -2.28712
16 H 2.23864 2.36192 0.51499
17 H -0.92472 -0.64239 1.08209
18 H -2.78822 -1.13418 -2.02932
19 H 1.99470 -0.60442 1.47860
20 H 0.63208 2.83943 1.05170
21 H -0.33723 0.47594 2.25055
22 H 1.64181 1.81145 2.08619



Entry from the Open Molecules 2025 dataset: a single C16H18N4O2S molecule at a distorted geometry (wB97M-V/def2-TZVPD).

For the energy above the lowest of the compared OMol25 structures with the same formula, charge and spin, the calculation gives 89.4 kcal per mole. As for the SMILES: Cc1cn2c(C3CCOCC3)ncc2c(=O)n1Cc1cscn1. The value obtained for the electronic energy is -1388.12182 a.u.

Element x y z (Å)
1 S 5.33823 4.18794 -1.22319
2 O 0.83881 2.82614 1.62927
3 O -5.22848 -1.92273 -0.61214
4 N -0.53953 -0.12067 0.43570
5 N -2.56723 0.45274 0.87030
6 N 5.59171 1.89522 -0.16230
7 N 2.01198 1.06352 0.55135
8 C -1.87179 -0.54413 0.40191
9 C 0.49680 -0.70829 -0.17262
10 C -4.33670 -1.29181 -1.57026
11 C -2.37401 -1.91471 -0.12391
12 C -1.73801 1.45441 1.31245
13 C 6.24488 2.73997 -0.89563
14 C -3.48574 -2.56727 0.80567
15 C -0.43864 1.07963 1.02566
16 C 3.38279 1.49627 1.12754
17 C -2.91481 -1.82887 -1.51823
18 C 2.95085 -0.77514 -0.71368
19 C 4.30998 2.34220 0.10609
20 C -4.78873 -1.90831 0.73730
21 C 3.95380 3.51268 -0.40958
22 C 1.79966 -0.16576 -0.07252
23 C 0.86986 1.69264 1.15202
24 H -2.97732 -2.90342 -1.68166
25 H 0.35907 -1.61343 -0.81191
26 H -3.51693 -3.65526 0.58120
27 H 3.03274 4.05342 -0.21040
28 H 3.87658 0.63584 1.60240
29 H -5.50952 -2.55655 1.18016
30 H -4.24728 -0.17439 -1.50655
31 H 7.18313 2.39673 -1.35966
32 H -4.83334 -0.91168 1.27019
33 H 3.50410 -1.33560 0.04450
34 H -1.48787 -2.66743 -0.08503
35 H -2.33971 -1.21881 -2.14839
36 H -2.09155 2.46371 1.71051
37 H -3.17659 -2.56189 1.86892
38 H 3.60502 0.00203 -1.14914
39 H -4.69964 -1.55035 -2.55023
40 H 3.16695 2.08983 1.95454
41 H 2.64650 -1.48845 -1.39064



Entry from the Open Molecules 2025 dataset: 11 unconnected molecules or ions with the total composition C3H29O11 at a distorted geometry (wB97M-V/def2-TZVPD).

The net charge is +1. For the energy above the lowest of the compared OMol25 structures with the same formula, charge and spin, the calculation gives 17.6 kcal per mole. The value obtained for the electronic energy is -958.98608 a.u.

Element x y z (Å)
1 O -5.22577 -27.02124 20.36838
2 O -0.66437 -27.89254 19.07004
3 O -2.10505 -26.18266 13.59326
4 O -5.44542 -32.13383 17.03646
5 O -2.21581 -24.13434 16.11443
6 O -2.85353 -25.79399 20.26507
7 O -5.60297 -29.82121 21.27109
8 O -7.09208 -27.52332 18.27216
9 O -8.41519 -25.13008 17.72739
10 O -2.76042 -26.29366 17.68772
11 O -4.68509 -23.90264 13.97419
12 C -4.80160 -26.44682 16.43612
13 C -3.96342 -28.47338 17.57637
14 C -3.52496 -27.19178 16.86982
15 H -7.80301 -24.60536 18.24327
16 H -2.84055 -25.92472 19.31410
17 H -4.47228 -29.08668 16.83271
18 H -5.29527 -25.93297 17.26095
19 H -2.72390 -25.81342 12.96324
20 H -1.56726 -23.61759 16.59812
21 H -5.08116 -24.17390 14.80231
22 H -5.20442 -27.95616 20.57258
23 H -5.83726 -26.65052 21.00467
24 H -2.93648 -24.86289 20.48363
25 H -2.13597 -27.12622 13.43524
26 H -2.97404 -27.38281 15.94890
27 H -6.41398 -27.21751 18.87456
28 H -4.56989 -25.75888 15.62300
29 H -5.92736 -32.92081 16.78224
30 H -6.47841 -30.20712 21.30119
31 H -2.40076 -24.96590 16.55704
32 H -5.59093 -27.09865 16.06172
33 H -3.02878 -23.62442 16.08882
34 H -6.68058 -28.24230 17.79261
35 H -4.66894 -28.30179 18.38933
36 H -3.05576 -28.93619 17.96372
37 H -0.01797 -27.30691 18.67578
38 H -1.50202 -27.60440 18.70735
39 H -6.10362 -31.43884 17.03642
40 H -5.19677 -30.20792 20.49541
41 H -3.56494 -26.23700 20.73331
42 H -8.03234 -26.00735 17.72007
43 H -5.34905 -23.35163 13.55973



Entry from the Open Molecules 2025 dataset: 2 unconnected molecules or ions with the total composition C3H5NO2 (wB97M-V/def2-TZVPD).

For the energy above the lowest of the compared OMol25 structures with the same formula, charge and spin, the calculation gives 63.3 kcal per mole. The value obtained for the electronic energy is -322.47341 a.u.

Element x y z (Å)
1 O 2.16201 0.84843 1.39537
2 O 1.29873 -0.42925 -0.24485
3 N -1.31275 0.41015 0.22791
4 C -1.92898 -0.37893 -0.81824
5 C 2.26101 0.00738 0.44853
6 C -0.26566 0.64527 0.70612
7 H -2.65791 -1.06124 -0.36796
8 H -2.45716 0.29019 -1.50588
9 H -1.15076 -0.94111 -1.34831
10 H 0.77376 0.98387 1.29370
11 H 3.27772 -0.37476 0.21361



Entry from the Open Molecules 2025 dataset: a molecular structure, C39H37IrN5O3S2 at a distorted geometry (wB97M-V/def2-TZVPD).

The net charge is +4. For the energy above the lowest of the compared OMol25 structures with the same formula, charge and spin, the calculation gives 23.1 kcal per mole. The spin multiplicity is 6. The value obtained for the electronic energy is -2907.03677 a.u.

Element x y z (Å)
1 Ir 1.07646 0.84071 -0.37149
2 S -2.16331 0.68496 -1.67937
3 S 0.64878 -1.61453 -1.51590
4 O 2.09436 -0.14330 1.25628
5 O 0.95547 -2.92639 -0.92868
6 O -0.68827 0.66020 -2.10661
7 N -2.19227 5.56310 2.96777
8 N -0.87407 6.14027 1.17503
9 N -1.11506 3.91273 1.83870
10 N 3.28301 -0.47877 3.16262
11 N 0.23609 2.48151 0.42005
12 C -2.82634 -3.41858 -2.11810
13 C 4.56547 -0.70824 -1.42799
14 C -4.61662 2.38649 -5.09009
15 C 2.73047 -1.82486 3.40988
16 C -2.65264 1.16929 -4.34693
17 C -3.43289 -2.45954 -6.50417
18 C -5.42888 2.99856 -6.20550
19 C -1.38292 5.21745 1.98300
20 C 0.65236 -2.33980 -5.52694
21 C -3.08217 1.31667 -3.03709
22 C -3.89039 -3.54891 -1.18781
23 C 4.67819 0.53751 -2.05306
24 C -3.03356 -2.24843 -5.17167
25 C 3.34217 -1.33696 -1.26833
26 C -2.49352 -2.66703 -7.49603
27 C 2.18837 -0.72694 -1.77151
28 C 3.51367 1.13101 -2.56659
29 C -4.37163 -2.41631 -0.51670
30 C 6.00443 1.22429 -2.19477
31 C 1.06704 -2.04095 -4.21882
32 C -1.13207 -2.65052 -7.17069
33 C -3.77924 -1.18286 -0.71158
34 C -3.42858 1.70619 -5.36006
35 C -3.92416 -5.96519 -1.51560
36 C -2.26261 -2.12188 -2.37291
37 C -0.70309 -2.41015 -5.83553
38 C -1.25818 -2.01851 -3.47110
39 C -1.67055 -2.23897 -4.81199
40 C 4.21590 0.06766 4.17796
41 C -2.85869 -5.84884 -2.40707
42 C 0.11706 -1.86151 -3.23310
43 C -4.25186 1.99992 -2.72685
44 C -2.73069 -1.03339 -1.61927
45 C -4.43782 -4.82888 -0.91595
46 C -0.42271 3.17517 1.11251
47 C 2.26530 0.52794 -2.44083
48 C 2.92736 0.24297 2.14504
49 C -5.01717 2.51861 -3.76150
50 C -2.31359 -4.60770 -2.70183
51 H -4.34141 -6.93951 -1.28824
52 H 6.29545 1.27033 -3.24799
53 H 4.92255 0.75702 3.72178
54 H 5.94642 2.25639 -1.84794
55 H -1.71434 0.66984 -4.57284
56 H 6.79151 0.70951 -1.65120
57 H 3.26199 -2.30118 -0.77474
58 H -5.27230 2.48821 -7.15443
59 H -0.38387 -2.81643 -7.94241
60 H -3.10135 1.60783 -6.39139
61 H 3.40931 1.21799 2.07749
62 H -5.93331 3.05199 -3.53395
63 H -6.49139 3.00622 -5.97075
64 H 2.12730 -1.99099 -3.98717
65 H 1.39340 -2.50031 -6.30555
66 H -2.53442 4.86067 3.59890
67 H -4.48789 -2.46154 -6.75558
68 H 1.42699 0.92373 -3.00574
69 H 3.54544 -2.54126 3.45798
70 H 2.04444 -2.10089 2.61980
71 H -4.56253 2.13041 -1.69212
72 H -1.46470 -4.56242 -3.37461
73 H -5.13398 4.03965 -6.35049
74 H 5.46050 -1.19828 -1.06009
75 H -2.44801 -6.73900 -2.87155
76 H -2.80944 -2.84035 -8.51892
77 H -4.13490 -0.31620 -0.15979
78 H -2.40463 6.52338 3.17338
79 H -5.26424 -4.90589 -0.21538
80 H -1.07701 7.11915 1.30263
81 H 2.21019 -1.83218 4.36576
82 H 4.76508 -0.75305 4.62521
83 H -5.19447 -2.52431 0.18312
84 H 3.66705 0.58225 4.96451
85 H -3.78879 -2.07483 -4.41441
86 H -0.22435 5.89638 0.44997
87 H 3.59227 2.07152 -3.10368



Entry from the Open Molecules 2025 dataset: a gas-phase ion, C4H11N2S (charge -1) at a distorted geometry (wB97M-V/def2-TZVPD).

The net charge is -1. For the energy above the lowest of the compared OMol25 structures with the same formula, charge and spin, the calculation gives 74.0 kcal per mole. As for the SMILES: C[C@H](C[S-])NCN. The value obtained for the electronic energy is -666.62869 a.u.

Element x y z (Å)
1 S -3.28342 -0.83522 1.30390
2 N 0.82568 0.20567 0.53197
3 N 1.97326 1.87040 -0.79405
4 C 0.76287 1.19379 -0.64365
5 C -0.29433 -1.90197 -0.14930
6 C -0.47962 -0.62507 0.76428
7 C -1.82302 0.14313 0.53176
8 H 2.45170 2.29669 0.09513
9 H -0.58820 -0.75687 1.90337
10 H -0.30322 -1.66000 -1.22062
11 H 1.42967 -0.66769 0.16106
12 H -1.82202 1.12364 1.06666
13 H 0.90533 -2.24175 0.08986
14 H 0.31449 0.58007 -1.47302
15 H -1.03084 -2.71334 0.29600
16 H 2.74022 1.45914 -1.49806
17 H -0.00798 1.91674 -0.50194
18 H -1.77057 0.61264 -0.46334



Q: What is the electronic energy in the fourth record?
A: -322.47341 a.u.



Q: Which value of energy above the lowest of the compared OMol25 structures with the same formula, charge and spin does entry 3 give?
A: 17.6 kcal per mole